# 1
Entry from the Open Molecules 2025 dataset: an isolated molecule of C3H4N4O at a distorted geometry (wB97M-V/def2-TZVPD).

```
12
Properties=species:S:1:pos:R:3:nbo_charge:R:1
C 0.00209 -0.94917 0.59241 0.347
C 0.24104 1.46784 -1.28779 0.352
C -1.07692 0.11647 0.83752 0.034
H 0.61277 -2.70142 1.16165 0.343
H 1.73848 -0.99750 -0.38504 0.370
H 0.70385 2.00667 -2.19960 0.190
H -1.68371 0.12154 1.85683 0.221
N -0.12932 -2.05273 1.24909 -0.632
N 0.89007 -0.51716 -0.42608 -0.328
N -1.03499 1.59420 -1.03878 -0.270
N -1.45975 1.11696 0.16902 -0.251
O 1.19640 0.79430 -0.52924 -0.374
```

Properties
Electronic energy: -11178.9246 eV
Total charge: 0
HOMO energy: -9.6 eV
Kohn-Sham gap: 0.346 Ha
Spin multiplicity: 1
ΔE to the lowest compared entry with this formula, charge and spin: 116.3 kcal per mole
F_max: 0.0700 Eh/bohr

***

# 2
Entry from the Open Molecules 2025 dataset: an isolated molecule of C3H4N4O at a distorted geometry (wB97M-V/def2-TZVPD).

```
12
Properties=species:S:1:pos:R:3:nbo_charge:R:1
C 0.63500 -1.36352 0.16518 0.261
C -1.16811 -0.31209 -0.10058 0.278
C -0.11354 0.70482 0.07571 0.334
H 2.77121 0.86765 0.24623 0.483
H 1.30887 -2.21000 0.14340 0.209
H -2.40786 0.96243 0.07646 0.345
H 0.31908 2.67890 0.03181 0.370
N 1.09729 -0.05580 0.36586 -0.190
N -0.60852 -1.59411 -0.17438 -0.419
N -2.42656 -0.01900 0.00414 -0.522
N -0.37947 1.92803 -0.03628 -0.621
O 2.26369 0.21400 -0.30690 -0.528
```

Properties
Electronic energy: -11180.6509 eV
Total charge: 0
HOMO energy: -9.7 eV
Kohn-Sham gap: 0.347 Ha
Spin multiplicity: 1
ΔE to the lowest compared entry with this formula, charge and spin: 76.5 kcal per mole
F_max: 0.0666 Eh/bohr

***

# 3
Entry from the Open Molecules 2025 dataset: an isolated molecule of C3H4N4O at a distorted geometry (wB97M-V/def2-TZVPD).

```
12
Properties=species:S:1:pos:R:3:nbo_charge:R:1
C -0.28535 -1.36992 0.74041 0.631
C 0.03071 0.00461 0.27612 0.204
C 0.52235 2.04907 0.20317 0.171
H -1.49544 -2.89891 0.20193 0.408
H -1.31607 -1.58191 -0.96799 0.414
H 0.74677 3.06805 0.50347 0.222
H 1.19474 1.87098 -1.78363 0.413
N -1.18922 -1.96134 -0.03824 -0.798
N 0.03406 1.10040 1.04620 -0.440
N 0.89924 1.42245 -0.91788 -0.349
N 0.49399 0.11083 -0.97607 -0.292
O 0.36421 -1.81432 1.71251 -0.584
```

Properties
Electronic energy: -11183.5294 eV
Total charge: 0
HOMO energy: -9.8 eV
Kohn-Sham gap: 0.388 Ha
Spin multiplicity: 1
ΔE to the lowest compared entry with this formula, charge and spin: 10.1 kcal per mole
F_max: 0.0657 Eh/bohr

***

# 4
Entry from the Open Molecules 2025 dataset: an isolated molecule of C3H4N4O at a distorted geometry (wB97M-V/def2-TZVPD).

```
12
Properties=species:S:1:pos:R:3:nbo_charge:R:1
C 0.10600 -1.00786 -0.04764 0.329
C -0.17094 1.90368 -0.31475 0.355
C -0.91477 -0.60664 0.99206 0.025
H 1.15420 -2.31881 -0.65319 0.319
H 1.76899 -0.36964 -1.04123 0.373
H -0.29142 2.63064 -1.08024 0.183
H -1.29128 -1.49955 1.67235 0.234
N 0.50337 -2.23781 0.09855 -0.581
N 0.73833 0.03956 -0.83928 -0.357
N -1.26236 1.63784 0.17090 -0.257
N -1.36180 0.57654 1.17488 -0.247
O 1.02170 1.25206 -0.13239 -0.375
```

Properties
Electronic energy: -11178.4667 eV
Total charge: 0
HOMO energy: -10.1 eV
Kohn-Sham gap: 0.359 Ha
Spin multiplicity: 1
ΔE to the lowest compared entry with this formula, charge and spin: 126.9 kcal per mole
F_max: 0.0942 Eh/bohr

***

# 5
Entry from the Open Molecules 2025 dataset: a cluster of 2 separate species, C3H4N4O in total at a distorted geometry (wB97M-V/def2-TZVPD).

```
12
Properties=species:S:1:pos:R:3:nbo_charge:R:1
C -0.24836 0.86749 -1.06315 -0.054
C -0.23104 0.08963 0.29011 0.391
C -0.89033 0.12335 2.27080 0.331
H 1.44252 -1.34785 -2.82486 0.307
H 0.82567 -1.16883 -1.14411 0.372
H -0.70614 1.79223 -1.18161 0.216
H -1.10345 0.53285 3.36843 0.222
N 1.38561 -0.32363 -1.76712 -0.596
N 0.53917 0.68611 -2.06012 -0.168
N 0.24838 -1.04939 0.71229 -0.279
N -0.50586 -1.13562 2.05307 -0.325
O -0.75617 0.93366 1.34627 -0.416
```

Properties
Electronic energy: -11177.1053 eV
Total charge: 0
HOMO energy: -9.7 eV
Kohn-Sham gap: 0.343 Ha
Spin multiplicity: 1
ΔE to the lowest compared entry with this formula, charge and spin: 158.3 kcal per mole
F_max: 0.1655 Eh/bohr

***

# 6
Entry from the Open Molecules 2025 dataset: a structure of composition C3H4N4O2 at a distorted geometry (wB97M-V/def2-TZVPD).

```
13
Properties=species:S:1:pos:R:3:nbo_charge:R:1
C -0.18871 -0.54366 0.81918 0.200
C -1.03380 0.55880 -1.32487 0.212
C 1.05467 0.26932 -1.02146 0.642
H -1.50817 -0.84498 3.63898 0.479
H 0.79514 -0.66512 1.38399 0.239
H -2.02070 0.85223 -0.87165 0.223
H 2.66801 0.73928 -1.21356 0.364
N -1.15803 -1.04874 1.40522 -0.147
N -0.21713 -0.18226 -0.54065 -0.452
N -0.60158 1.18756 -2.33719 -0.114
N 2.19026 0.06634 -0.52462 -0.698
O -0.78389 -1.37209 2.71395 -0.576
O 0.80394 0.98332 -2.12733 -0.371
```

Properties
Electronic energy: -13225.1194 eV
Total charge: 0
HOMO energy: -9.5 eV
Kohn-Sham gap: 0.342 Ha
Spin multiplicity: 1
ΔE to the lowest compared entry with this formula, charge and spin: 133.7 kcal per mole
F_max: 0.1182 Eh/bohr

***

# 7
Entry from the Open Molecules 2025 dataset: a structure of composition C3H4N4S at a distorted geometry (wB97M-V/def2-TZVPD).

```
12
Properties=species:S:1:pos:R:3:nbo_charge:R:1
C -0.12539 0.55980 0.52920 0.474
C 0.92085 -0.93819 -0.95071 0.105
C -0.39186 -1.28695 -1.55815 -0.046
H 0.83100 1.99214 3.55893 0.128
H 1.82657 -1.40756 -1.46842 0.196
H -0.56534 -2.32814 -2.21129 0.224
H -2.03633 0.82194 -0.07413 0.397
N -0.23032 1.20541 1.63144 -0.605
N 1.01466 -0.03385 -0.09877 -0.428
N -1.42497 -0.59634 -1.22715 -0.181
N -1.15780 0.55665 -0.36660 -0.418
S 1.33893 1.45508 2.23565 0.152
```

Properties
Electronic energy: -19968.2507 eV
Total charge: 0
HOMO energy: -8.0 eV
Kohn-Sham gap: 0.279 Ha
Spin multiplicity: 1
ΔE to the lowest compared entry with this formula, charge and spin: 55.0 kcal per mole
F_max: 0.0784 Eh/bohr

***

# 8
Entry from the Open Molecules 2025 dataset: the ion C3H4NO with charge -1 at a distorted geometry (wB97M-V/def2-TZVPD).

```
9
Properties=species:S:1:pos:R:3:nbo_charge:R:1
C -0.43851 0.50136 -0.11041 0.114
C -1.50357 -0.34168 0.08214 -0.782
C 0.98378 0.46099 -0.43377 0.086
N 0.11085 1.65137 0.22803 -0.568
O 1.88781 -0.78651 0.05564 -0.791
H -2.37936 0.10366 0.66166 0.164
H -1.47412 -1.42830 -0.04910 0.190
H 1.57284 -0.69521 1.03700 0.454
H 1.24028 0.53431 -1.47119 0.133
```

Properties
Electronic energy: -6710.3663 eV
Total charge: -1
HOMO energy: -2.3 eV
Kohn-Sham gap: 0.251 Ha
Spin multiplicity: 1
ΔE to the lowest compared entry with this formula, charge and spin: 9.7 kcal per mole
F_max: 0.1016 Eh/bohr

***

# 9
Entry from the Open Molecules 2025 dataset: a cluster of 2 separate species, C3H4NO in total at a distorted geometry (wB97M-V/def2-TZVPD).

```
9
Properties=species:S:1:pos:R:3:nbo_charge:R:1
C -0.47625 0.07537 -0.30328 -0.405
C 0.56232 0.73001 -0.09888 -0.416
C -1.74456 -0.50076 -0.63225 -0.659
N 2.72962 0.19961 0.83141 -0.181
O 2.78130 0.54337 2.04226 -0.277
H -2.20495 -0.27138 -1.57559 0.183
H -1.82640 -1.53137 -0.67625 0.187
H -2.53261 -0.32505 0.07198 0.186
H 2.71153 1.08020 0.34061 0.380
```

Properties
Electronic energy: -6707.0103 eV
<S²>: 2.0090
Total charge: -1
HOMO energy (spin up / spin down): -2.5 / -3.2 eV
Kohn-Sham gap (spin up / spin down): 0.255 / 0.256 Ha
Spin multiplicity: 3
ΔE to the lowest compared entry with this formula, charge and spin: 11.0 kcal per mole
F_max: 0.0544 Eh/bohr

***

# 10
Entry from the Open Molecules 2025 dataset: the ion C3H4NO with charge +1 at a distorted geometry (wB97M-V/def2-TZVPD).

```
9
Properties=species:S:1:pos:R:3:nbo_charge:R:1
C 1.29612 0.76174 0.03715 0.132
C 1.70848 0.28215 -1.27432 0.280
C -0.35051 -0.58036 -0.78500 0.017
N 0.14020 0.28975 0.41142 -0.409
O 0.79957 -0.53230 -1.67424 -0.352
H 1.82646 1.40271 0.81520 0.275
H -0.50382 -1.71013 -0.44286 0.280
H -1.34231 -0.25499 -1.29985 0.292
H -0.14732 0.48587 1.38020 0.485
```

Properties
Electronic energy: -6701.6023 eV
Total charge: +1
HOMO energy (spin up / spin down): -14.5 / -14.5 eV
Kohn-Sham gap (spin up / spin down): 0.267 / 0.267 Ha
Spin multiplicity: 1
ΔE to the lowest compared entry with this formula, charge and spin: 70.7 kcal per mole
F_max: 0.0797 Eh/bohr

***

- spin multiplicity of number 4 (C3H4N4O)?
  1